The following is a quantum chemistry calculation of a cluster of 8 separate species, C22H63ClN5O11 in total in a non-equilibrium geometry, from the OMol25 dataset.

Net charge: -1
Maximum force in eV/Å: 1.997
Electronic energy in eV: -66321.987
Orbital gap in hartree: 0.309
LUMO in eV: 2.705
Molar mass in g/mol: 609.223
Energy above the lowest of the compared OMol25 structures with the same formula, charge and spin in eV: 2.0887

Geometry as XYZ:
```
102
Properties=species:S:1:pos:R:3:forces:R:3:lowdin_charge:R:1
Cl 3.894 -14.791 -6.705 0.1 -0.6 0.0 0.638
O -2.080 -13.244 -8.266 0.1 -0.1 0.2 -0.194
O -0.424 -15.721 -2.223 -0.1 -0.1 -0.1 -0.122
O 7.961 -14.682 -10.253 0.0 -0.5 0.5 -0.206
O 1.298 -11.536 -4.697 -0.1 0.3 0.2 -0.183
O 2.572 -14.762 -6.116 0.0 0.0 0.0 -0.362
O 3.855 -15.549 -7.937 -0.1 0.2 0.0 -0.361
O 4.331 -13.441 -6.975 0.1 0.0 0.1 -0.362
O 4.813 -15.445 -5.789 -0.1 0.4 -0.2 -0.376
O 2.680 -16.479 -0.537 0.0 0.2 -0.5 -0.183
O 8.492 -16.761 -8.294 -0.5 -0.3 0.1 -0.148
O 6.478 -14.458 -2.019 0.3 -0.5 0.9 -0.185
N 5.582 -16.085 0.145 1.4 -1.1 -0.1 0.068
N 3.587 -12.979 -3.706 -0.5 1.1 -1.6 0.075
N 9.331 -16.453 -12.009 0.1 0.4 0.4 0.042
N 4.269 -16.231 -2.838 0.5 -1.1 -1.1 0.073
N 0.485 -15.855 -8.204 0.4 -0.2 -0.2 0.042
C 7.497 -16.850 -7.260 0.3 -0.4 -0.3 -0.142
C -1.509 -14.536 -8.367 -0.6 -0.5 0.8 -0.225
C 2.835 -17.954 -3.970 -0.1 -0.5 -0.3 -0.064
C 11.020 -14.715 -12.370 -0.3 0.7 -1.5 -0.080
C 0.731 -13.441 -8.722 -0.2 -0.1 0.1 -0.046
C 7.987 -16.201 0.974 0.1 -1.0 -0.1 -0.088
C 1.918 -16.751 0.576 -0.4 -0.1 0.9 -0.153
C 9.954 -15.231 -11.418 0.7 -1.3 0.0 -0.435
C 2.582 -17.454 -1.549 0.8 -0.4 0.7 -0.225
C 6.930 -15.489 0.120 0.2 1.1 1.5 -0.441
C 7.463 -15.142 -1.248 -0.5 0.1 -1.2 -0.218
C -3.064 -12.994 -9.222 -0.1 0.2 0.0 -0.134
C 8.883 -14.211 -11.174 0.2 1.2 -0.9 -0.244
C 2.577 -10.948 -4.791 0.8 -0.3 -0.2 -0.226
C -0.064 -14.515 -7.960 1.2 0.1 -0.4 -0.438
C 3.467 -11.471 -3.659 0.1 -1.2 -0.2 -0.396
C 4.859 -10.865 -3.772 -0.3 0.5 0.3 -0.073
C 7.029 -13.979 -3.197 0.7 0.5 -0.6 -0.139
C 0.398 -10.986 -5.619 -0.2 -0.2 -0.4 -0.114
C 2.955 -16.879 -2.885 -0.3 0.1 -1.1 -0.431
C 7.002 -13.764 -9.799 -0.4 0.9 0.0 -0.076
C -0.449 -15.230 -3.560 -0.1 0.4 -0.1 -0.151
H 5.493 -11.156 -2.934 -0.1 -0.1 0.0 0.070
H 6.172 -13.662 -10.508 0.0 -0.2 0.1 0.098
H 6.297 -13.952 -4.003 -0.2 0.0 0.2 0.066
H 1.770 -13.446 -8.392 0.0 -0.1 -0.1 0.060
H 11.749 -13.998 -11.990 -0.1 -0.2 0.5 0.073
H 2.536 -9.847 -4.793 -0.3 0.0 0.2 0.120
H 6.622 -14.073 -8.828 -0.1 -0.3 -0.1 0.079
H 4.972 -16.986 -2.793 -0.2 0.1 0.6 0.076
H 7.870 -14.591 -3.559 -0.1 -0.2 0.1 0.084
H 1.620 -17.977 -1.505 -0.2 0.3 -0.4 0.116
H 8.356 -14.502 -1.168 0.0 -0.1 0.3 0.124
H 0.059 -14.365 -6.884 -0.3 0.2 0.0 0.128
H -2.576 -12.779 -10.179 -0.3 0.0 -0.2 0.089
H 0.383 -9.892 -5.540 -0.1 0.0 0.0 0.083
H 10.010 -17.208 -11.947 0.0 0.1 -0.1 0.068
H 7.782 -16.008 -1.858 0.0 -0.2 0.4 0.128
H 5.332 -11.191 -4.700 0.0 0.0 0.0 0.079
H 8.853 -15.565 1.170 0.0 0.0 -0.1 0.070
H 3.333 -18.241 -1.308 -0.1 0.0 -0.2 0.127
H -3.638 -12.131 -8.885 0.1 0.2 -0.1 0.082
H 3.125 -17.565 -4.948 0.1 0.2 0.1 0.063
H 7.411 -12.752 -9.655 0.2 -0.2 -0.1 0.093
H 0.943 -16.246 0.532 -0.1 -0.2 -0.1 0.083
H 2.257 -16.102 -3.213 -0.1 0.1 0.5 0.119
H 4.310 -13.175 -4.411 0.3 0.1 0.6 0.022
H 8.597 -16.741 -11.362 -0.1 0.1 -0.2 0.062
H 0.627 -11.265 -6.659 0.3 0.1 0.1 0.076
H 8.041 -16.276 -8.998 0.5 0.1 -0.1 0.028
H 7.944 -17.301 -6.374 0.2 0.4 0.1 0.074
H -0.598 -11.389 -5.430 0.1 0.1 0.2 0.087
H 0.535 -14.840 -3.811 0.1 -0.2 0.0 0.063
H 1.802 -18.305 -4.101 0.1 0.0 0.2 0.073
H 7.448 -12.972 -3.030 -0.1 0.0 -0.2 0.085
H 3.048 -11.240 -5.746 -0.1 0.0 0.0 0.127
H 10.533 -14.188 -13.212 -0.1 -0.1 0.3 0.079
H 2.972 -11.269 -2.703 0.2 0.4 0.0 0.132
H 5.759 -17.036 -0.209 -0.6 0.3 -0.4 0.077
H 7.115 -15.849 -7.083 -0.3 -0.2 0.5 0.060
H 6.867 -14.527 0.658 -0.5 0.0 -0.4 0.136
H -1.046 -16.451 -2.192 0.0 0.0 0.2 0.066
H 8.422 -13.950 -12.148 -0.2 -0.4 0.1 0.136
H 6.692 -17.545 -7.521 -0.2 0.3 -0.2 0.080
H -1.631 -14.998 -9.357 0.1 0.4 -0.2 0.123
H 3.467 -18.836 -3.790 0.0 0.1 0.2 0.073
H -1.139 -14.383 -3.669 -0.1 -0.1 0.1 0.073
H 4.449 -15.969 -3.818 -0.3 0.6 0.5 0.033
H 7.571 -16.516 1.937 -0.1 0.4 0.0 0.066
H 0.352 -12.425 -8.591 -0.2 -0.1 0.0 0.057
H 9.318 -13.239 -10.876 0.1 -0.3 0.4 0.133
H -2.040 -15.208 -7.673 0.0 0.0 -0.2 0.125
H -3.781 -13.816 -9.330 0.1 -0.1 -0.1 0.084
H 2.429 -16.387 1.476 0.1 0.1 -0.1 0.078
H -0.749 -16.012 -4.260 0.2 0.1 -0.1 0.082
H 4.803 -9.769 -3.778 0.1 -0.1 0.0 0.071
H 1.762 -17.830 0.736 -0.1 0.0 -0.1 0.081
H 10.443 -15.517 -10.474 -0.2 0.3 0.1 0.140
H 1.434 -15.873 -7.833 -0.2 0.0 0.4 0.030
H 0.683 -13.701 -9.786 0.1 0.2 0.0 0.080
H 2.807 -13.228 -4.332 -0.2 -0.4 0.8 0.034
H 0.670 -15.987 -9.200 -0.4 0.1 0.0 0.070
H 11.568 -15.495 -12.904 0.0 -0.3 0.5 0.070
H 8.342 -17.155 0.552 0.0 0.3 -0.3 0.074
H 5.373 -16.302 1.122 -0.1 0.4 0.0 0.068
```
Positions in Å, forces in eV/Å.

***

The following is a quantum chemistry calculation of the ion C10H19N4 with charge +1 in a non-equilibrium geometry, from the OMol25 dataset.

Net charge: +1
Structure (SMILES): CC1=CN[N@H+](N2CCCC[C@H]2N)C=C1
Maximum force in eV/Å: 4.644
Electronic energy in eV: -16627.451
Orbital gap in hartree: 0.329
LUMO in eV: -2.929
Molar mass in g/mol: 195.290
Energy above the lowest of the compared OMol25 structures with the same formula, charge and spin in eV: 4.2731

Geometry as XYZ:
```
33
Properties=species:S:1:pos:R:3:forces:R:3:nbo_charge:R:1
N -0.969 1.337 0.130 -1.2 0.3 -1.1 -0.093
N -1.168 -0.172 0.229 1.1 1.6 0.5 -0.268
N -0.632 -0.875 -1.800 0.8 -1.3 -2.6 -0.870
N -0.166 2.137 0.938 0.0 0.3 3.0 -0.446
C -1.373 -0.519 1.649 -0.1 0.2 -0.2 -0.256
C 0.627 2.104 -1.541 1.2 0.0 1.2 -0.187
C -0.021 -0.748 -0.498 -1.0 -3.5 -0.8 0.061
C -1.019 -2.813 0.537 1.0 0.3 0.1 -0.419
C 2.994 2.944 -0.775 -0.7 -2.1 -4.1 -0.624
C -1.469 -2.061 1.773 -1.6 0.0 0.3 -0.409
C 0.268 -2.201 0.085 0.5 1.3 -1.8 -0.403
C 1.645 2.401 -0.507 -1.3 0.0 0.2 -0.078
C 1.190 2.389 0.756 0.6 0.5 -1.2 -0.024
C -0.630 1.734 -1.248 0.5 0.2 -1.4 -0.053
H -2.288 -0.008 2.116 1.1 -0.6 -1.1 0.218
H -1.618 -1.116 -1.667 0.7 -0.5 -0.7 0.385
H 0.845 -0.146 -0.741 0.4 0.3 1.4 0.218
H -2.583 -2.273 1.816 1.4 -0.1 0.9 0.235
H -1.287 1.533 -2.093 -0.4 -0.1 1.0 0.274
H 1.847 2.820 1.543 -1.2 -0.7 -0.1 0.247
H 3.432 3.280 0.090 1.3 1.0 1.6 0.227
H -1.728 -2.921 -0.245 -1.0 0.3 -0.7 0.211
H -0.053 -1.461 -2.525 -1.9 1.3 2.0 0.390
H 0.980 2.111 -2.572 -0.6 0.4 0.1 0.253
H 3.578 2.173 -1.319 0.3 0.0 1.0 0.228
H 0.856 -2.790 -0.687 -0.7 0.7 0.9 0.231
H -1.925 1.554 0.408 -0.1 0.7 -0.4 0.440
H 2.944 3.620 -1.634 -0.1 0.9 0.7 0.238
H -0.835 -2.404 2.645 -1.2 0.4 -0.7 0.238
H -0.562 2.365 1.855 0.1 -0.5 -0.7 0.420
H -0.513 -0.104 2.125 0.7 0.0 1.2 0.184
H 0.813 -2.124 0.985 1.4 0.1 0.9 0.200
H -0.786 -3.801 0.816 0.1 -1.4 0.5 0.235
```
Positions in Å, forces in eV/Å.

***

The following is a quantum chemistry calculation of a cluster of 13 separate species, C4H38N2O13 in total in a non-equilibrium geometry, from the OMol25 dataset.

Net charge: +2
Maximum force in eV/Å: 2.105
Electronic energy in eV: -34349.935
Orbital gap in hartree: 0.406
LUMO in eV: -5.016
Molar mass in g/mol: 322.349
Energy above the lowest of the compared OMol25 structures with the same formula, charge and spin in eV: 0.1173

Geometry as XYZ:
```
57
Properties=species:S:1:pos:R:3:forces:R:3:nbo_charge:R:1
O 0.246 0.583 4.023 1.4 1.0 1.2 -0.960
O -0.350 1.691 -2.643 0.3 0.4 0.1 -0.741
O 2.814 -0.408 1.588 -0.1 -0.8 0.6 -1.010
O 0.097 -1.062 -3.071 -0.8 -0.6 -0.1 -0.998
O 2.745 1.905 0.728 -0.1 1.2 -0.9 -0.980
O -2.477 0.348 -3.865 0.4 -1.9 -0.1 -0.980
O 2.636 2.321 -2.210 0.3 0.6 -0.4 -0.986
O -1.949 -0.491 3.958 -1.0 0.2 0.7 -0.993
O 0.007 -3.075 -0.997 0.0 0.1 0.7 -1.014
O -3.282 -0.197 -0.269 0.1 -0.3 -0.6 -0.985
O 2.555 -2.461 -0.255 -0.1 0.3 0.0 -1.012
O 0.968 2.929 2.653 -0.4 0.0 1.0 -0.986
O -2.932 -2.254 -2.239 -0.9 0.6 -0.2 -0.959
N 1.288 0.284 -0.963 1.0 -1.4 -0.3 -0.750
N -1.285 -1.654 1.352 0.8 -0.4 -1.4 -0.709
C -0.127 0.495 -0.598 0.1 2.0 0.7 -0.069
C -0.303 0.660 0.908 0.5 -1.1 0.4 -0.467
C -0.154 -0.663 1.616 -0.6 -1.4 0.6 -0.234
C -0.514 1.819 -1.235 -0.6 -0.1 -1.4 -0.076
H 3.563 -0.432 2.194 0.1 -0.4 0.0 0.490
H -0.822 -0.729 -3.146 0.3 0.4 -0.1 0.518
H -2.235 0.896 -4.613 -0.3 0.6 0.2 0.511
H 3.298 1.445 1.362 -0.2 0.1 -0.1 0.504
H -1.583 2.030 -1.157 0.1 -0.1 0.8 0.189
H -3.776 -2.473 -1.827 0.0 -0.7 0.3 0.482
H 0.258 0.781 4.970 0.4 0.2 0.1 0.511
H -1.248 1.119 1.188 -0.3 -0.2 -0.3 0.254
H -3.283 -1.885 -3.069 0.7 0.0 -0.2 0.501
H 0.436 1.331 1.344 0.2 -0.2 -0.4 0.272
H -3.008 0.776 -3.206 -0.2 1.0 -0.2 0.483
H 0.195 -1.515 -3.916 0.3 -0.1 -0.1 0.500
H -2.036 -1.258 0.775 -0.6 0.4 0.7 0.465
H -0.715 -0.300 -1.004 -0.3 -0.5 -0.2 0.217
H 0.357 2.256 -2.958 0.3 0.2 0.1 0.499
H 1.950 0.912 -0.462 -0.2 0.4 -0.1 0.483
H 1.256 3.532 3.358 0.1 0.1 -0.5 0.498
H 0.375 2.316 3.144 0.5 0.3 -0.5 0.497
H 1.083 0.130 3.852 0.2 0.1 0.1 0.514
H -0.353 -3.946 -1.207 0.0 0.2 -0.3 0.513
H -1.565 -2.086 2.217 -0.8 0.3 0.6 0.457
H 3.041 2.867 -2.900 -0.2 -0.3 -0.2 0.494
H 3.308 -2.863 -0.704 0.0 0.0 0.0 0.509
H 0.043 2.647 -0.789 0.1 0.0 -0.1 0.201
H -0.186 -2.446 -1.715 -0.1 -0.2 -0.5 0.522
H -3.354 -0.717 -1.098 0.2 0.2 0.4 0.492
H 1.676 -0.636 -0.758 -0.3 -0.6 0.7 0.444
H 2.732 -1.298 1.186 0.5 0.2 0.1 0.514
H -0.950 -2.426 0.752 0.3 0.3 0.0 0.447
H -0.137 -0.586 2.687 -0.5 0.2 -0.4 0.257
H 2.145 2.497 1.212 0.3 -0.1 0.3 0.513
H -2.592 -0.167 4.605 -0.5 -0.5 -0.4 0.488
H 1.744 -2.876 -0.602 0.0 -0.2 0.0 0.514
H -1.164 -0.006 4.254 -0.3 -0.6 -0.6 0.471
H 0.722 -1.262 1.436 0.5 0.3 -0.8 0.216
H 1.439 0.241 -1.979 -0.5 1.0 0.0 0.479
H -3.660 0.664 -0.476 -0.1 0.0 0.3 0.495
H 3.063 2.694 -1.432 0.0 -0.2 0.6 0.498
```
Positions in Å, forces in eV/Å.

***

The following is a quantum chemistry calculation of a structure of composition C46H59BrN3P2S2SiTl in a non-equilibrium geometry, from the OMol25 dataset.

Net charge: -2
Maximum force in eV/Å: 2.281
Electronic energy in eV: -175993.356
Orbital gap in hartree: 0.147
LUMO in eV: 3.305
Molar mass in g/mol: 1092.454

Geometry as XYZ:
```
115
Properties=species:S:1:pos:R:3:forces:R:3:lowdin_charge:R:1
Tl -0.755 -1.705 -1.860 0.2 -0.2 0.1 0.219
Br 6.378 0.315 -1.386 0.3 0.1 0.1 0.699
S -3.050 -3.312 -2.132 0.3 0.0 0.0 0.425
S -0.422 -3.296 -4.609 -0.5 -0.4 0.3 0.329
P 0.284 1.621 -1.020 -0.1 0.0 -0.2 1.052
P -0.923 -1.384 1.889 0.0 0.0 -0.4 1.097
Si -2.753 0.241 -0.911 0.3 -0.3 -0.1 0.512
N -1.580 -6.582 -5.869 -0.1 1.4 1.1 0.096
N -4.089 -6.676 -2.979 1.3 1.7 -0.2 0.101
N 2.912 -2.726 -1.400 -1.0 -0.6 1.0 0.078
C 1.137 -1.155 3.879 0.3 -0.9 0.9 -0.221
C 2.674 2.042 0.293 0.9 0.9 1.0 -0.216
C 0.245 -3.881 2.157 0.6 -0.1 0.2 -0.234
C 3.387 -2.258 -2.511 0.8 0.7 -2.0 -0.137
C -1.586 -4.543 -4.201 -0.2 -0.4 -0.7 -0.825
C -0.280 0.819 3.512 0.2 0.2 0.1 -0.202
C -2.572 -4.579 -3.246 0.2 0.4 0.2 -0.801
C -1.606 -5.687 -5.117 0.4 -0.9 -0.7 -0.330
C -1.147 2.700 -1.401 -0.6 0.0 -0.3 -0.380
C -2.282 -3.903 1.734 0.0 -0.2 0.5 -0.209
C -1.015 4.006 -1.893 -0.9 -0.4 0.5 -0.123
C -3.407 4.251 -1.916 -0.1 0.6 -0.4 -0.109
C 2.170 2.880 -2.969 0.7 0.5 0.6 -0.199
C 1.837 -0.187 4.859 -0.5 0.0 0.3 -0.198
C -4.554 -0.344 3.451 -0.3 0.2 0.1 -0.111
C 1.329 1.218 -5.080 -0.7 -0.3 -0.1 -0.183
C -0.776 -5.544 0.589 0.3 -0.3 -0.5 -0.200
C 0.431 1.282 -3.838 -0.4 -0.3 -0.1 -0.221
C 1.287 1.667 -2.612 -0.3 -0.3 -0.2 -0.428
C 5.000 -0.989 -1.394 0.4 1.0 0.8 -0.716
C -3.350 -0.968 3.181 0.3 0.6 -0.3 -0.119
C -3.223 0.122 0.991 0.4 -0.4 0.2 -0.269
C -2.137 4.791 -2.126 0.2 0.1 -0.1 -0.104
C -3.558 2.932 -1.545 0.6 0.0 0.6 -0.115
C 4.476 -1.356 -2.590 -0.8 -0.9 -0.3 -0.112
C 3.463 2.569 1.541 -1.0 -0.2 -0.6 -0.177
C 4.468 -1.385 -0.188 -1.1 -1.1 0.5 -0.118
C 0.315 -4.489 0.752 0.0 0.4 0.2 -0.212
C -3.392 -5.742 -3.113 -1.3 -1.9 0.0 -0.352
C -2.642 -0.696 1.996 -0.3 -0.2 0.2 -0.369
C 3.444 4.102 1.612 1.2 -0.3 0.4 -0.224
C -0.137 1.354 4.952 0.4 -0.2 -0.2 -0.188
C 1.937 2.576 -5.446 -0.9 0.1 -0.3 -0.201
C 1.321 4.151 0.283 -0.2 0.3 -0.3 -0.204
C 1.269 2.612 0.224 0.2 0.6 -0.2 -0.447
C 1.803 3.543 -4.284 0.1 0.1 -0.1 -0.221
C 2.046 4.660 1.538 -0.6 -0.2 0.0 -0.214
C -2.434 2.130 -1.266 -0.1 -0.1 0.2 -0.284
C -0.277 -0.714 3.513 0.2 0.6 -0.1 -0.476
C -1.961 -5.371 1.524 0.2 -0.4 0.7 -0.209
C 0.796 0.460 5.788 0.2 -0.3 -0.7 -0.205
C -4.493 0.052 -1.694 0.0 -0.1 -0.6 -0.283
C 3.387 -2.292 -0.245 1.2 0.9 -0.2 -0.114
C -4.431 0.720 1.318 -1.1 0.6 0.5 -0.129
C -5.101 0.538 2.527 0.3 -0.4 -0.1 -0.095
C -1.108 -3.168 2.415 0.0 0.2 0.4 -0.444
H -4.272 4.898 -2.072 0.1 -0.2 0.0 0.092
H 4.054 4.495 0.791 -0.1 0.0 -0.2 0.109
H -0.407 1.973 -3.994 0.1 0.0 0.1 0.113
H -0.036 4.401 -2.001 0.7 0.5 -0.3 0.072
H -0.306 -6.520 0.748 -0.2 -0.1 0.0 0.103
H 0.766 0.791 -5.926 0.2 0.2 0.3 0.116
H 4.836 -1.068 0.779 0.1 0.2 -0.2 0.096
H 2.883 -2.590 -3.426 0.2 0.0 0.2 0.115
H 0.783 3.881 -4.230 -0.6 0.1 0.1 0.091
H -2.015 5.829 -2.449 -0.1 -0.3 0.1 0.092
H -1.107 1.424 5.427 -0.4 0.0 0.1 0.100
H 1.724 -1.240 2.975 0.3 -0.1 -0.3 0.084
H 3.977 4.454 2.521 -0.4 -0.2 -0.3 0.107
H 0.269 2.362 4.930 0.1 0.3 -0.1 0.097
H -4.852 -0.981 -1.616 0.1 0.2 0.2 -0.004
H -1.106 -5.510 -0.448 -0.2 -0.1 -0.1 0.104
H -0.922 -1.044 4.321 -0.4 -0.1 0.1 0.089
H 3.215 2.560 -3.025 0.1 -0.2 -0.1 0.109
H 0.572 1.198 2.898 -0.7 -0.3 0.2 0.099
H 0.300 4.569 0.231 0.4 -0.2 0.1 0.105
H -2.832 -5.889 1.129 -0.1 0.0 -0.1 0.108
H 0.382 -4.687 2.907 -0.1 0.3 -0.2 0.114
H 1.285 1.025 6.575 0.0 0.1 0.2 0.096
H 1.885 4.581 -0.567 -0.3 -0.2 0.2 0.099
H -1.214 1.183 3.087 0.1 0.2 -0.2 0.102
H -4.933 1.372 0.609 0.2 0.0 -0.1 0.074
H 0.226 -0.357 6.230 -0.1 0.0 0.3 0.103
H 2.910 -2.656 0.655 0.0 -0.1 0.1 0.097
H 1.474 4.394 2.446 0.2 0.0 -0.2 0.115
H -2.522 -3.490 0.766 -0.1 0.4 -0.4 0.064
H 2.598 -0.704 5.463 -0.1 0.1 -0.3 0.105
H 2.376 4.450 -4.489 0.3 0.0 0.2 0.106
H 2.971 2.456 -5.711 0.7 0.0 -0.2 0.092
H 2.653 0.974 0.360 -0.1 -0.9 -0.1 0.085
H -2.899 -1.612 3.927 -0.1 -0.1 0.0 0.087
H -5.077 -0.493 4.386 0.0 -0.2 0.1 0.087
H -3.179 -3.824 2.355 0.0 0.2 -0.1 0.108
H 0.772 2.335 1.148 -0.2 -0.2 0.3 0.076
H 2.309 0.604 4.283 0.4 0.2 0.0 0.088
H -5.274 0.739 -1.358 -0.1 -0.1 0.1 -0.011
H 1.119 -2.158 4.374 -0.1 0.5 -0.5 0.118
H -4.385 0.219 -2.782 0.1 0.0 0.3 0.033
H 4.930 -0.978 -3.496 -0.4 -0.2 -0.2 0.096
H 1.409 2.988 -6.328 0.3 -0.1 0.3 0.109
H -1.285 -3.148 3.513 0.1 -0.1 -0.5 0.101
H 2.945 2.179 2.423 0.1 -0.1 0.2 0.090
H 0.211 -3.672 0.014 0.0 -0.4 0.2 0.037
H 2.095 0.490 -4.847 0.4 -0.2 0.0 0.100
H 1.279 -4.981 0.557 -0.1 0.4 0.1 0.108
H 3.274 2.310 -0.577 -0.1 0.0 -0.3 0.098
H 2.201 3.623 -2.159 -0.3 -0.2 -0.3 0.072
H 2.080 5.748 1.487 0.0 0.2 0.1 0.101
H 4.464 2.130 1.502 0.1 0.3 0.2 0.099
H 1.925 0.783 -2.472 0.2 0.2 0.1 0.085
H -1.743 -5.862 2.504 -0.1 0.3 -0.4 0.112
H -6.065 1.009 2.737 0.3 0.0 -0.2 0.094
H 1.097 -3.186 2.304 -0.5 -0.3 0.0 0.065
H -0.035 0.289 -3.712 0.2 0.3 0.1 0.053
H -4.540 2.515 -1.356 0.0 0.2 -0.3 0.065
```
Positions in Å, forces in eV/Å.